{
  "formula": "C21H29BN5S3SiTeTl",
  "method": "wB97M-V/def2-TZVPD",
  "e_homo_ev": -7.46,
  "gap_ha": 0.22518,
  "lumo_energy_ev": -1.34,
  "total_energy_ha": -3040.93472,
  "total_charge": 0,
  "relative_energy_kcal_mol": 0.00,
  "symbols": ["Tl", "C", "N", "C", "C", "N", "B", "N", "C", "C", "N", "C", "C", "S", "C", "S", "H", "H", "H", "H", "H", "H", "H", "H", "H", "H", "H", "H", "C", "Si", "C", "C", "N", "C", "C", "C", "C", "C", "C", "H", "H", "H", "H", "H", "H", "H", "H", "H", "H", "H", "H", "H", "H", "Te", "C", "C", "C", "C", "S", "H", "H", "H"],
  "positions_angstrom": [[-0.004, 0.676, -0.620], [1.684, 1.141, -4.635], [1.539, -0.225, -4.157], [1.087, -1.300, -4.889], [1.227, -2.388, -4.102], [1.767, -1.992, -2.900], [2.292, -2.999, -1.835], [1.224, -3.243, -0.697], [1.534, -4.081, 0.351], [0.504, -4.076, 1.223], [-0.446, -3.231, 0.706], [-1.702, -2.858, 1.331], [0.010, -2.729, -0.468], [-0.947, -1.689, -1.468], [1.932, -0.664, -2.939], [2.512, 0.379, -1.699], [1.430, 1.165, -5.691], [2.709, 1.472, -4.489], [1.022, 1.808, -4.088], [0.732, -1.199, -5.899], [0.981, -3.419, -4.284], [2.476, -4.047, -2.406], [3.280, -2.559, -1.307], [2.470, -4.610, 0.370], [0.371, -4.594, 2.156], [-1.770, -3.354, 2.297], [-2.539, -3.151, 0.700], [-1.727, -1.780, 1.472], [-2.581, 1.765, 1.038], [-1.429, 1.191, 2.401], [-0.766, 2.662, 3.361], [-2.438, 0.113, 3.571], [-0.179, 0.268, 1.609], [0.910, -0.322, 2.251], [1.009, -0.364, 3.655], [2.041, -1.040, 4.288], [3.040, -1.668, 3.560], [2.983, -1.604, 2.174], [1.940, -0.955, 1.539], [-3.548, 2.066, 1.453], [-2.775, 0.970, 0.313], [-2.188, 2.633, 0.501], [-1.577, 3.300, 3.722], [-0.099, 3.268, 2.746], [-0.196, 2.327, 4.231], [-3.116, 0.744, 4.153], [-1.815, -0.436, 4.278], [-3.045, -0.615, 3.029], [0.252, 0.123, 4.255], [2.071, -1.057, 5.371], [3.850, -2.183, 4.059], [3.760, -2.059, 1.569], [1.935, -0.909, 0.460], [-1.697, 1.808, -2.693], [-2.196, 3.803, -2.351], [-1.570, 4.925, -2.820], [-2.293, 6.116, -2.549], [-3.460, 5.876, -1.888], [-3.682, 4.210, -1.585], [-0.622, 4.895, -3.336], [-1.958, 7.103, -2.835], [-4.201, 6.591, -1.564]],
  "forces_ev_per_a": [[-0.21, -0.47, 0.03], [0.01, 0.07, 0.04], [-0.03, -0.08, 0.08], [0.00, 0.03, -0.05], [0.05, -0.04, 0.06], [0.16, -0.07, -0.19], [-0.14, 0.07, 0.04], [-0.10, 0.00, 0.09], [0.05, -0.02, -0.20], [-0.04, -0.09, 0.08], [0.09, 0.11, -0.07], [-0.05, 0.00, -0.03], [-0.01, -0.09, 0.04], [0.03, 0.30, 0.13], [0.01, 0.12, -0.19], [-0.52, 0.16, 0.31], [0.00, -0.03, 0.00], [0.03, -0.03, -0.05], [-0.04, -0.03, 0.00], [-0.03, 0.04, 0.03], [0.06, 0.01, -0.03], [0.01, -0.01, 0.05], [0.02, -0.01, -0.03], [-0.01, 0.02, 0.06], [-0.03, 0.06, 0.01], [0.03, -0.03, -0.01], [0.00, -0.04, 0.01], [0.04, 0.01, 0.02], [0.02, 0.12, 0.16], [-0.20, -0.07, -0.02], [0.03, -0.11, 0.00], [0.08, 0.05, 0.03], [0.26, 0.50, -0.99], [0.21, -0.18, 0.15], [-0.15, -0.02, -0.13], [-0.02, 0.06, 0.05], [0.03, -0.02, -0.06], [0.00, 0.04, 0.06], [-0.15, 0.15, 0.04], [0.04, -0.01, 0.05], [-0.06, 0.01, 0.02], [-0.02, -0.05, -0.01], [-0.01, -0.01, -0.04], [-0.03, 0.01, -0.02], [0.00, 0.07, 0.00], [-0.01, -0.01, -0.03], [-0.04, -0.02, 0.00], [0.00, 0.04, -0.02], [0.08, -0.02, 0.05], [-0.01, 0.00, -0.01], [0.00, 0.01, 0.00], [-0.02, -0.01, 0.00], [0.06, -0.11, 0.01], [0.47, -0.33, 0.33], [-0.05, -0.06, 0.13], [0.07, 0.02, 0.06], [0.02, 0.01, 0.00], [-0.05, -0.05, 0.05], [0.09, 0.06, -0.06], [-0.02, -0.01, -0.02], [-0.01, -0.01, 0.00], [0.03, 0.02, -0.01]]
}